Formula: C35H52BrN3OP2Pd
Source: OMol25
Level of theory: wB97M-V/def2-TZVPD

Structure (ORCA input):
```
! wB97M-V def2-TZVPD RIJCOSX def2/J DEFGRID3
* xyz 4 5
C 2.693 4.725 -1.042
C 1.486 4.185 -1.521
C 1.396 3.874 -2.907
C 2.564 3.966 -3.675
N 3.726 4.400 -3.189
C 3.769 4.818 -1.924
C 0.445 3.771 -0.606
C -0.568 3.366 -0.061
C -1.772 2.726 0.357
C -1.801 1.414 0.911
C -3.016 0.766 1.121
C -4.126 1.303 0.465
C -4.207 2.693 0.281
C -3.007 3.400 0.206
Pd -0.620 -1.048 0.197
P 1.680 -0.732 -0.311
H 0.510 3.452 -3.376
H 2.842 4.979 0.002
H 2.558 3.650 -4.722
H 4.728 5.227 -1.585
H -2.990 4.472 -0.043
H -0.861 0.894 1.143
H -5.174 3.207 0.149
H -3.125 -0.191 1.594
C 2.496 -2.366 -0.242
C 3.744 -2.642 -1.097
H 1.710 -3.097 -0.505
H 2.725 -2.519 0.826
H 4.032 -3.690 -0.928
H 3.550 -2.542 -2.174
H 4.605 -2.022 -0.806
C 1.803 -0.202 -2.058
C 3.180 0.324 -2.491
H 1.034 0.582 -2.185
H 1.490 -1.071 -2.662
H 3.121 0.595 -3.555
H 3.473 1.228 -1.938
H 3.967 -0.444 -2.384
C 2.665 0.562 0.525
C 4.178 0.366 0.646
H 2.225 0.707 1.518
H 2.441 1.481 -0.033
H 4.576 1.140 1.315
H 4.456 -0.606 1.075
H 4.712 0.493 -0.305
Br -5.360 0.086 -0.327
P -1.941 -1.805 -1.529
C -0.854 -2.642 -2.726
C -1.446 -3.891 -3.387
H 0.062 -2.910 -2.173
H -0.561 -1.905 -3.494
H -0.699 -4.342 -4.057
H -1.717 -4.654 -2.643
H -2.326 -3.666 -4.009
C -3.127 -3.002 -0.841
C -4.390 -3.344 -1.655
H -3.436 -2.592 0.133
H -2.560 -3.929 -0.643
H -5.043 -4.001 -1.055
H -4.987 -2.448 -1.892
H -4.158 -3.897 -2.582
C -2.782 -0.478 -2.464
C -3.307 -0.847 -3.858
H -2.056 0.353 -2.529
H -3.622 -0.117 -1.845
H -3.876 0.003 -4.268
H -2.479 -1.053 -4.555
H -3.997 -1.707 -3.847
C 1.665 2.403 7.042
C 0.609 1.426 7.488
N 0.718 0.131 6.780
C 0.560 -1.049 7.638
C -0.850 -1.618 7.699
C 0.340 0.203 5.453
O -0.112 1.261 5.002
C 0.483 -0.944 4.495
C 0.417 -2.310 4.820
C 0.234 -3.230 3.795
C -0.062 -2.769 2.508
N 0.012 -1.460 2.214
C 0.391 -0.565 3.144
H 2.651 1.933 7.039
H 1.699 3.223 7.759
H 1.451 2.793 6.046
H 0.752 1.200 8.549
H -0.397 1.839 7.314
H 1.296 -1.809 7.349
H 0.819 -0.709 8.647
H -1.346 -1.632 6.721
H -0.807 -2.639 8.101
H -1.454 -1.022 8.393
H 0.452 -2.633 5.849
H 0.272 -4.306 3.934
H -0.357 -3.405 1.661
H 0.540 0.469 2.820
*
```

Summary:
E_HOMO (alpha / beta): -17.768 / -17.773 eV
E: -135711.8794 eV
Kohn-Sham gap (alpha / beta): 0.262 / 0.140 hartree



Formula: C35H52GdO2P4
Source: OMol25
Level of theory: wB97M-V/def2-TZVPD

Structure (ORCA input):
```
! wB97M-V def2-TZVPD RIJCOSX def2/J DEFGRID3
* xyz 3 8
Gd 0.077 0.020 -0.497
P 2.211 1.653 0.457
P -0.658 2.468 -1.580
P 2.366 -0.372 -2.278
H -1.029 -2.984 -1.015
C -0.054 -3.500 -1.141
C 0.775 -3.649 -0.092
H 0.530 -3.173 0.876
C 2.049 2.279 2.168
C 2.856 3.166 -0.363
C 3.781 0.696 0.569
C -2.159 1.927 -2.494
C -1.434 3.653 -0.407
C 0.146 3.538 -2.823
C 3.181 -2.016 -2.267
C 3.572 0.752 -3.075
C 1.482 -0.685 -3.843
H 0.144 -3.943 -2.132
H 1.737 -4.172 -0.167
H 1.979 1.448 2.880
H 1.130 2.866 2.258
H 2.914 2.903 2.435
H 2.043 3.877 -0.544
H 3.328 2.918 -1.323
H 3.596 3.626 0.307
H 3.633 -0.243 1.113
H 4.520 1.307 1.107
H 4.157 0.442 -0.432
H -2.644 2.858 -2.818
H -2.802 1.365 -1.799
H -1.977 1.287 -3.374
H -2.053 4.418 -0.900
H -0.683 4.139 0.229
H -2.072 3.069 0.264
H -0.533 4.372 -3.071
H 0.336 2.913 -3.709
H 1.108 3.917 -2.450
H 3.613 -2.225 -3.257
H 2.443 -2.792 -2.022
H 3.971 -2.058 -1.509
H 3.926 0.279 -3.998
H 4.429 0.995 -2.443
H 3.055 1.679 -3.347
H 2.171 -1.045 -4.621
H 0.993 0.232 -4.195
H 0.735 -1.454 -3.636
C -1.470 -1.746 -5.137
C -2.459 -1.071 -5.880
C -2.773 -1.544 -7.165
C -2.055 -2.607 -7.741
C -0.955 -3.130 -7.056
C -0.628 -2.655 -5.779
O -1.302 -1.613 -3.757
H -2.043 -1.124 -3.341
H -2.950 -0.178 -5.494
H -3.585 -1.081 -7.736
H -2.359 -3.018 -8.709
H -0.335 -3.905 -7.511
H 0.287 -2.960 -5.286
O -0.729 -0.652 1.431
P -0.906 -0.415 2.963
C 0.561 -1.034 3.804
C 0.501 -1.487 5.138
C 1.614 -2.063 5.758
C 2.825 -2.197 5.066
C 2.925 -1.695 3.757
C 1.802 -1.141 3.131
C -1.313 1.322 3.146
C -2.426 1.749 2.405
C -2.810 3.086 2.423
C -2.044 4.016 3.129
C -1.002 3.584 3.948
C -0.647 2.231 3.987
C -2.288 -1.261 3.730
C -2.849 -2.436 3.222
C -3.854 -3.084 3.947
C -4.302 -2.560 5.168
C -3.721 -1.398 5.690
C -2.730 -0.745 4.960
H -0.430 -1.417 5.697
H 1.539 -2.418 6.787
H 3.702 -2.644 5.553
H 3.892 -1.730 3.229
H 1.897 -0.787 2.094
H -2.985 1.036 1.787
H -3.676 3.398 1.832
H -2.276 5.078 3.045
H -0.472 4.308 4.570
H 0.172 1.906 4.634
H -2.490 -2.830 2.269
H -4.299 -4.000 3.550
H -5.126 -3.032 5.705
H -4.028 -0.985 6.651
H -2.289 0.178 5.340
*
```

Summary:
energy relative to the best compared isomer or geometry (same formula, charge and spin): 0.00 kJ/mol
E_HOMO (alpha / beta): -14.896 / -14.765 eV
E: -99200.2270 eV
Kohn-Sham gap (alpha / beta): 0.213 / 0.095 hartree



Formula: C35H52InOP4S
Source: OMol25
Level of theory: wB97M-V/def2-TZVPD

Structure (ORCA input):
```
! wB97M-V def2-TZVPD RIJCOSX def2/J DEFGRID3
* xyz 3 1
In -0.052 1.443 -1.001
P 1.886 2.871 -0.055
P -2.360 1.458 0.834
P -1.610 2.938 -2.518
H 0.977 -0.670 -4.994
C 0.609 0.341 -4.711
C 1.475 1.193 -4.101
H 2.461 1.273 -4.591
C 3.241 1.771 0.473
C 1.405 3.849 1.405
C 2.605 4.046 -1.243
C -3.793 0.313 0.565
C -1.907 0.887 2.519
C -3.239 3.014 1.285
C -0.788 3.292 -4.105
C -1.732 4.585 -1.718
C -3.323 2.425 -2.869
H -0.262 0.654 -5.337
H 1.187 1.870 -3.278
H 3.220 0.835 -0.101
H 3.127 1.526 1.534
H 4.222 2.237 0.334
H 1.217 3.202 2.270
H 0.487 4.406 1.180
H 2.184 4.578 1.665
H 2.653 3.597 -2.243
H 3.624 4.309 -0.932
H 2.003 4.961 -1.290
H -4.626 0.551 1.251
H -3.481 -0.733 0.717
H -4.137 0.424 -0.475
H -2.621 1.159 3.307
H -0.933 1.304 2.785
H -1.808 -0.203 2.511
H -3.871 2.832 2.170
H -3.860 3.376 0.455
H -2.495 3.790 1.509
H -1.388 3.892 -4.798
H -0.560 2.348 -4.610
H 0.161 3.813 -3.917
H -2.135 5.301 -2.453
H -0.732 4.927 -1.400
H -2.400 4.527 -0.844
H -3.736 3.025 -3.692
H -3.959 2.564 -1.984
H -3.337 1.362 -3.147
C -0.337 -2.174 -2.945
C -1.597 -1.719 -3.617
C -2.479 -2.868 -3.980
C -2.060 -4.159 -3.941
C -0.721 -4.471 -3.590
C 0.091 -3.509 -3.000
S 0.727 -1.020 -2.433
H -2.101 -1.004 -2.960
H -1.322 -1.238 -4.583
H -3.447 -2.574 -4.377
H -2.747 -4.956 -4.237
H -0.305 -5.450 -3.841
H 1.138 -3.709 -2.738
O 0.538 -0.264 0.646
P 0.888 -1.300 1.709
C -0.375 -2.573 1.889
C -1.430 -2.672 0.964
C -2.459 -3.584 1.215
C -2.435 -4.409 2.344
C -1.327 -4.378 3.193
C -0.282 -3.481 2.958
C 2.437 -2.129 1.374
C 3.210 -2.648 2.423
C 4.406 -3.308 2.130
C 4.823 -3.458 0.803
C 4.029 -2.954 -0.234
C 2.840 -2.286 0.043
C 1.128 -0.567 3.345
C 0.186 -0.730 4.369
C 0.396 -0.126 5.604
C 1.528 0.657 5.818
C 2.477 0.802 4.805
C 2.311 0.145 3.590
H -1.423 -2.041 0.065
H -3.292 -3.644 0.521
H -3.272 -5.081 2.547
H -1.262 -5.047 4.045
H 0.591 -3.461 3.620
H 2.896 -2.512 3.463
H 4.999 -3.703 2.954
H 5.765 -3.964 0.576
H 4.346 -3.083 -1.266
H 2.218 -1.882 -0.765
H -0.701 -1.336 4.197
H -0.344 -0.276 6.379
H 1.682 1.146 6.773
H 3.365 1.410 4.938
H 3.111 0.126 2.845
*
```

Summary:
energy relative to the best compared isomer or geometry (same formula, charge and spin): 138.12 kJ/mol
E_HOMO (alpha / beta): -15.245 / -15.250 eV
E: -92324.8124 eV
Kohn-Sham gap (alpha / beta): 0.218 / 0.218 hartree